No. 1
Computed, not measured: 12 unconnected molecules or ions with the total composition C45H82O25S5 in a non-equilibrium geometry, with ωB97M-V with the def2-TZVPD basis set.

Properties
2S+1: 1
Lowest unoccupied orbital energy, Eh: -0.008
Molecular weight, g/mol: 1183.46
Energy relative to the best compared isomer or geometry (same formula, charge and spin), kcal per mole: 140.8

The geometry in XYZ format:
```
157
Properties=species:S:1:pos:R:3:lowdin_charge:R:1
C 7.059 -0.532 2.604 -0.03
C 8.142 -1.159 1.729 -0.30
C 8.450 -0.233 0.581 -0.15
O 9.793 -0.337 0.508 0.08
C 10.324 -0.849 1.627 -0.54
O 11.522 -0.983 1.770 0.14
O 9.376 -1.331 2.448 0.11
H 6.327 -0.030 1.972 0.08
H 7.259 0.180 3.404 0.09
H 6.448 -1.339 3.008 0.08
H 7.758 -2.097 1.328 0.15
H 8.151 0.777 0.863 0.14
H 8.030 -0.541 -0.376 0.15
C -3.701 -5.331 -6.886 -0.01
C -3.808 -6.835 -7.306 -0.31
C -5.159 -7.515 -7.135 -0.07
O -5.300 -8.220 -8.388 0.09
C -4.350 -7.867 -9.211 -0.57
O -4.309 -8.341 -10.341 0.12
O -3.500 -6.936 -8.704 0.09
H -2.710 -4.879 -6.889 0.08
H -3.942 -5.228 -5.828 0.08
H -4.387 -4.749 -7.502 0.09
H -3.024 -7.381 -6.780 0.15
H -5.937 -6.752 -7.181 0.13
H -5.282 -8.071 -6.206 0.14
C -8.610 0.336 -2.514 -0.01
C -8.599 0.325 -4.045 -0.37
C -8.775 1.669 -4.674 -0.11
O -7.835 1.678 -5.698 0.11
C -6.934 0.753 -5.459 -0.54
O -5.771 0.761 -5.871 0.12
O -7.368 -0.044 -4.489 0.10
H -9.540 0.658 -2.046 0.09
H -7.783 0.922 -2.114 0.09
H -8.335 -0.655 -2.152 0.08
H -9.278 -0.420 -4.458 0.16
H -8.630 2.427 -3.904 0.14
H -9.769 1.776 -5.108 0.14
C -4.370 6.889 -4.814 -0.02
C -2.937 7.341 -4.565 -0.35
C -2.031 6.385 -3.749 -0.09
O -0.794 6.667 -4.362 0.07
C -0.978 6.983 -5.652 -0.52
O -0.197 6.892 -6.577 0.15
O -2.277 7.370 -5.794 0.07
H -4.911 6.862 -3.869 0.08
H -4.335 5.853 -5.152 0.09
H -4.838 7.588 -5.508 0.09
H -2.904 8.324 -4.096 0.15
H -2.331 5.341 -3.836 0.14
H -1.993 6.627 -2.687 0.14
O -3.209 -5.778 4.283 -0.33
S -2.943 -6.862 3.375 0.69
O -1.811 -6.873 2.438 -0.35
C -3.131 -8.454 4.221 -0.25
C -4.045 -9.269 3.404 -0.23
C -5.133 -8.252 2.930 -0.21
C -4.381 -7.099 2.294 -0.23
H -3.587 -8.252 5.190 0.11
H -2.118 -8.831 4.362 0.11
H -3.540 -9.815 2.608 0.12
H -4.454 -10.121 3.947 0.12
H -5.739 -7.986 3.796 0.12
H -5.797 -8.750 2.223 0.11
H -4.869 -6.128 2.210 0.10
H -3.980 -7.373 1.318 0.10
O 4.061 -0.147 -4.099 -0.32
S 3.598 -0.532 -5.387 0.69
O 2.811 -1.733 -5.556 -0.35
C 2.554 0.958 -6.128 -0.15
C 3.469 1.499 -7.277 -0.21
C 4.957 1.093 -7.101 -0.23
C 4.923 -0.355 -6.653 -0.25
H 2.454 1.666 -5.306 0.08
H 1.547 0.683 -6.441 0.09
H 3.173 1.023 -8.212 0.11
H 3.462 2.580 -7.413 0.11
H 5.599 1.627 -6.400 0.11
H 5.511 1.148 -8.038 0.11
H 5.844 -0.775 -6.247 0.10
H 4.793 -0.983 -7.535 0.10
O 1.299 6.332 8.291 -0.37
S 2.249 6.649 7.183 0.75
O 2.474 8.010 6.660 -0.35
C 3.838 5.792 7.663 -0.20
C 4.018 4.610 6.669 -0.22
C 2.643 4.210 6.140 -0.23
C 1.881 5.493 5.773 -0.20
H 3.739 5.515 8.712 0.09
H 4.677 6.487 7.616 0.09
H 4.650 4.985 5.864 0.11
H 4.550 3.747 7.070 0.11
H 2.132 3.735 6.978 0.11
H 2.788 3.429 5.393 0.11
H 0.793 5.561 5.797 0.10
H 2.267 5.973 4.874 0.10
O 6.031 -7.117 -3.575 -0.33
S 6.615 -6.638 -2.340 0.69
O 7.425 -5.443 -2.485 -0.35
C 5.208 -6.372 -1.117 -0.18
C 5.589 -7.290 0.116 -0.21
C 6.326 -8.499 -0.494 -0.24
C 7.489 -7.943 -1.341 -0.20
H 4.307 -6.704 -1.632 0.10
H 5.166 -5.347 -0.749 0.09
H 6.237 -6.836 0.866 0.11
H 4.656 -7.509 0.635 0.11
H 5.550 -9.020 -1.055 0.11
H 6.788 -9.192 0.209 0.11
H 8.074 -8.604 -1.980 0.11
H 8.140 -7.441 -0.625 0.10
O -5.069 0.863 9.355 -0.35
S -4.043 1.639 8.612 0.73
O -4.378 2.863 7.897 -0.36
C -2.556 1.948 9.641 -0.21
C -1.717 0.689 9.489 -0.23
C -1.905 -0.073 8.182 -0.24
C -3.025 0.587 7.426 -0.21
H -2.922 2.192 10.639 0.11
H -2.104 2.813 9.157 0.10
H -0.645 0.883 9.528 0.11
H -1.877 -0.027 10.295 0.11
H -2.238 -1.085 8.410 0.11
H -0.985 -0.107 7.598 0.11
H -3.693 -0.087 6.890 0.10
H -2.474 1.299 6.812 0.10
C -3.923 9.016 3.305 -0.04
C -3.207 7.924 2.572 -0.53
C -3.926 6.601 2.550 -0.02
O -2.070 8.106 2.265 0.08
H -3.828 9.910 2.689 0.09
H -3.452 9.117 4.283 0.10
H -4.995 8.903 3.463 0.08
H -4.729 6.639 1.814 0.09
H -4.409 6.526 3.524 0.08
H -3.249 5.770 2.349 0.08
C -2.166 -1.826 -0.534 -0.02
C -1.292 -0.802 0.219 -0.46
C -0.226 -1.340 1.124 -0.03
O -1.268 0.397 -0.069 0.04
H -2.241 -1.619 -1.602 0.08
H -3.164 -1.883 -0.100 0.08
H -1.733 -2.823 -0.443 0.07
H 0.069 -2.377 0.961 0.07
H -0.470 -1.184 2.174 0.09
H 0.642 -0.766 0.797 0.09
C 3.385 4.930 -0.566 -0.03
C 4.441 5.809 -1.213 -0.48
C 4.514 7.184 -0.648 -0.03
O 5.139 5.386 -2.135 0.05
H 2.889 4.177 -1.179 0.08
H 2.584 5.495 -0.091 0.07
H 3.883 4.359 0.218 0.08
H 4.784 7.878 -1.444 0.09
H 5.295 7.302 0.103 0.09
H 3.625 7.580 -0.156 0.08
```

No. 2
Computed, not measured: 5 unconnected molecules or ions with the total composition C45H86N4O13SSi in a non-equilibrium geometry, with ωB97M-V with the def2-TZVPD basis set.

Properties
2S+1: 1
Lowest unoccupied orbital energy, Eh: 0.006
Molecular weight, g/mol: 951.35
Energy relative to the best compared isomer or geometry (same formula, charge and spin), kcal per mole: 0.0

The geometry in XYZ format:
```
150
Properties=species:S:1:pos:R:3:lowdin_charge:R:1
C 1.571 -3.623 -0.037 -0.09
C 1.978 -2.350 0.765 -0.22
C 1.700 -2.517 2.261 -0.19
O 1.757 -1.309 3.039 -0.05
C 2.675 -0.389 2.577 -0.20
C 4.018 -0.634 2.644 -0.13
C 4.562 -1.921 3.272 -0.09
C 5.975 -1.662 3.874 -0.27
O 5.833 -0.639 4.854 -0.21
Si 7.196 0.326 5.129 0.44
C 7.476 0.522 6.994 -0.17
C 6.816 2.060 4.484 -0.16
C 8.806 -0.355 4.425 -0.16
C 4.883 0.363 2.100 -0.03
C 4.393 1.510 1.568 -0.02
C 3.002 1.786 1.517 -0.19
N 2.605 2.993 0.993 0.20
C 1.306 3.126 1.039 -0.15
C 0.706 4.447 0.517 -0.10
C 1.742 5.155 -0.397 -0.21
C 2.783 5.983 0.372 -0.21
C 3.978 6.366 -0.563 -0.20
C 5.047 5.249 -0.608 -0.20
C 4.726 4.076 -1.599 -0.27
C 5.879 3.724 -2.551 -0.45
S 7.016 2.457 -1.857 0.96
C 6.256 0.920 -2.242 -0.67
N 6.745 0.017 -3.024 0.03
N 5.902 -1.048 -3.055 0.05
C 4.913 -0.760 -2.267 -0.17
O 5.076 0.460 -1.736 0.02
C 0.390 2.126 1.536 -0.27
O -0.938 2.401 1.474 -0.03
C -1.620 2.230 2.715 -0.13
C -2.846 1.267 2.492 -0.17
O -3.100 1.193 1.100 -0.15
C -4.466 1.350 0.756 -0.27
C -5.160 0.000 0.441 -0.06
N 0.783 0.989 2.025 0.25
C 2.143 0.819 2.036 -0.12
H 0.711 -4.139 0.410 0.06
H 1.401 -3.358 -1.090 0.07
H 2.407 -4.342 -0.055 0.07
H 1.376 -1.515 0.372 0.12
H 3.038 -2.177 0.529 0.10
H 2.386 -3.284 2.666 0.11
H 0.689 -2.924 2.414 0.13
H 4.710 -2.630 2.434 0.13
H 3.873 -2.329 4.018 0.12
H 6.619 -1.393 3.027 0.09
H 6.310 -2.608 4.328 0.13
H 7.775 -0.435 7.449 0.03
H 6.628 0.992 7.507 0.03
H 8.351 1.186 7.116 0.03
H 7.436 2.820 4.982 0.03
H 5.759 2.266 4.710 0.04
H 6.941 2.134 3.393 0.02
H 9.265 -1.152 5.024 0.04
H 9.520 0.489 4.425 0.04
H 8.724 -0.647 3.367 0.03
H 5.968 0.260 2.071 0.11
H 5.081 2.255 1.161 0.11
H 0.419 5.064 1.381 0.13
H -0.174 4.246 -0.108 0.12
H 2.181 4.382 -1.039 0.09
H 1.238 5.854 -1.088 0.12
H 2.363 6.897 0.819 0.11
H 3.252 5.425 1.197 0.10
H 3.561 6.504 -1.574 0.11
H 4.482 7.284 -0.226 0.10
H 5.276 4.841 0.389 0.10
H 5.991 5.695 -0.972 0.10
H 4.401 3.222 -0.991 0.08
H 3.893 4.434 -2.225 0.10
H 5.427 3.250 -3.438 0.08
H 6.433 4.589 -2.936 0.08
H 4.057 -1.397 -2.089 0.13
H -2.020 3.203 3.051 0.12
H -0.979 1.862 3.524 0.12
H -2.537 0.266 2.840 0.12
H -3.713 1.598 3.079 0.12
H -5.051 1.950 1.470 0.11
H -4.479 1.914 -0.195 0.11
H -4.831 -0.416 -0.519 0.07
H -6.243 0.176 0.362 0.07
H -4.909 -0.684 1.264 0.07
C -4.270 -7.436 -1.267 -0.11
O -4.529 -6.976 0.048 -0.19
C -3.409 -7.111 0.912 -0.20
C -2.679 -5.795 1.089 -0.21
O -2.072 -5.365 -0.122 -0.20
C -2.824 -4.359 -0.782 -0.11
H -5.070 -7.076 -1.913 0.09
H -3.318 -7.063 -1.649 0.08
H -4.267 -8.531 -1.286 0.09
H -2.729 -7.886 0.545 0.13
H -3.793 -7.432 1.885 0.12
H -1.873 -5.936 1.816 0.12
H -3.352 -5.025 1.478 0.13
H -2.698 -3.400 -0.268 0.09
H -3.886 -4.610 -0.831 0.08
H -2.439 -4.264 -1.797 0.09
C -10.479 2.158 -3.104 -0.10
O -10.350 3.291 -2.259 -0.19
C -9.981 2.949 -0.932 -0.20
C -8.502 3.175 -0.688 -0.20
O -7.703 2.288 -1.459 -0.20
C -7.162 2.904 -2.616 -0.11
H -10.516 2.508 -4.135 0.09
H -9.636 1.472 -2.999 0.09
H -11.411 1.629 -2.877 0.07
H -10.257 1.915 -0.707 0.13
H -10.549 3.603 -0.262 0.12
H -8.283 2.967 0.364 0.12
H -8.228 4.215 -0.890 0.13
H -6.331 3.561 -2.336 0.09
H -7.914 3.479 -3.160 0.08
H -6.782 2.118 -3.268 0.09
C 11.129 -2.231 -4.327 -0.12
O 10.907 -1.069 -3.548 -0.19
C 9.780 -1.189 -2.686 -0.21
C 10.201 -1.502 -1.265 -0.20
O 10.796 -2.791 -1.161 -0.19
C 12.210 -2.741 -1.107 -0.12
H 12.126 -2.159 -4.761 0.09
H 11.075 -3.141 -3.726 0.08
H 10.394 -2.285 -5.137 0.09
H 9.082 -1.943 -3.062 0.12
H 9.266 -0.226 -2.694 0.10
H 9.310 -1.513 -0.629 0.12
H 10.880 -0.733 -0.882 0.13
H 12.535 -2.408 -0.114 0.09
H 12.623 -2.075 -1.868 0.08
H 12.589 -3.748 -1.279 0.09
C -15.423 -2.589 -4.165 -0.11
O -15.735 -2.181 -2.844 -0.19
C -14.630 -2.287 -1.958 -0.20
C -13.971 -0.943 -1.724 -0.20
O -13.360 -0.446 -2.907 -0.20
C -14.142 0.539 -3.561 -0.12
H -16.225 -2.250 -4.820 0.09
H -14.481 -2.158 -4.513 0.08
H -15.364 -3.681 -4.216 0.09
H -13.903 -3.015 -2.330 0.13
H -15.019 -2.656 -1.004 0.12
H -13.176 -1.064 -0.982 0.12
H -14.692 -0.220 -1.330 0.13
H -14.076 1.486 -3.015 0.09
H -15.189 0.238 -3.646 0.08
H -13.738 0.683 -4.563 0.09
```